Record 1
Formula: C51H42N4O5Os
Source: OMol25
Level of theory: ωB97M-V with the def2-TZVPD basis set

Values from the calculation:
LUMO (alpha / beta), eV: 0.093 / -0.901
HOMO energy (alpha / beta), eV: -6.49 / -7.79
Energy above the lowest of the compared OMol25 structures with the same formula, charge and spin, eV: 0.0000
⟨S²⟩: 6.11

Geometry as ORCA input:
```
! RIJCOSX wB97M-V def2-TZVPD def2/J DEFGRID3
* xyz 0 5
Os 0.29 -1.08 -0.32
O -3.26 7.96 4.72
O -1.47 -0.73 -1.41
O -1.55 -3.06 -0.67
O 1.56 -1.74 1.00
O 1.62 0.48 -0.82
N -0.06 0.25 1.26
N 1.71 4.52 2.90
N 1.10 4.63 4.05
N 1.18 -2.03 -2.01
C 1.89 -4.04 0.34
C -3.82 -2.49 -3.15
C -0.26 2.31 -3.94
C -0.79 0.05 2.34
C -0.84 0.96 3.40
C -0.58 2.29 -5.29
C 3.27 -2.33 -3.11
C -1.64 6.50 5.56
C 1.74 -6.16 -0.82
C 2.46 2.54 -0.03
C -3.24 -1.26 -2.87
C 5.55 -2.84 3.69
C 1.62 1.44 0.07
C 1.27 -2.32 -4.38
C 4.73 -1.73 3.56
C 3.75 -1.69 2.57
C -1.67 -1.90 -0.27
C -5.45 -0.33 -2.57
C -0.10 2.11 3.32
C 5.38 -3.92 2.83
C 2.35 -4.92 -0.63
C 0.56 -2.16 -3.20
C -1.30 1.22 -5.81
C 0.74 1.36 1.20
C 0.22 -5.67 0.97
C -1.34 0.17 -3.63
C 2.53 -2.67 0.59
C 0.03 5.49 4.14
C 0.82 -4.43 1.15
C -5.20 -2.64 -3.15
C -0.64 1.25 -3.12
C -2.19 7.17 4.46
C -2.88 -1.47 0.52
C -1.62 7.00 3.20
C -1.73 -1.03 -2.78
C -3.83 8.66 3.63
C 2.46 3.53 0.93
C 2.65 -2.38 -4.34
C 1.61 3.49 2.07
C 3.26 -2.13 -0.65
C 2.52 -2.16 -1.96
C -1.67 0.17 -4.99
C -0.94 -2.25 -3.28
C -0.55 5.68 5.40
C -4.08 -0.18 -2.58
C 3.58 -2.77 1.71
C -0.52 6.16 3.04
C 4.40 -3.88 1.85
C -6.02 -1.57 -2.85
C 0.73 2.34 2.21
C 0.67 -6.53 -0.02
H -3.20 -3.36 -3.36
H -2.91 -2.02 1.46
H 4.26 -4.74 1.20
H 3.11 4.39 0.85
H 0.19 -7.49 -0.16
H -0.13 2.82 4.13
H -5.63 -3.61 -3.37
H 6.31 -2.87 4.46
H -3.12 9.34 3.17
H -0.07 6.04 2.06
H -4.66 9.23 4.04
H -4.21 7.97 2.87
H 3.18 -4.65 -1.27
H -1.57 1.20 -6.86
H -0.12 5.16 6.25
H -1.20 -2.40 -4.32
H -7.10 -1.69 -2.85
H 3.11 -0.83 2.47
H -6.08 0.52 -2.34
H 0.46 -3.75 1.90
H -1.35 -0.88 2.38
H -0.62 -5.95 1.59
H -0.29 3.11 -5.93
H 3.23 -2.48 -5.25
H 2.11 -6.82 -1.59
H 3.52 -1.09 -0.41
H -2.91 -0.40 0.70
H -1.46 0.74 4.25
H -3.76 -1.76 -0.07
H -3.63 0.78 -2.36
H 4.85 -0.89 4.23
H 3.13 2.60 -0.88
H -2.02 7.51 2.33
H 4.20 -2.66 -0.79
H 0.74 -2.39 -5.31
H -2.10 6.65 6.53
H 4.35 -2.41 -3.02
H -2.25 -0.65 -5.40
H -0.38 1.28 -2.07
H 6.00 -4.80 2.93
H 0.29 3.14 -3.52
H -1.24 -3.13 -2.72
*
```

Record 2
Formula: C51H44AsP3S6SbTc
Source: OMol25
Level of theory: ωB97M-V with the def2-TZVPD basis set

Values from the calculation:
LUMO (alpha / beta), eV: -8.498 / -8.373
HOMO energy (alpha / beta), eV: -11.91 / -11.91

Geometry as ORCA input:
```
! RIJCOSX wB97M-V def2-TZVPD def2/J DEFGRID3
* xyz 2 1
Sb 16.05 7.78 14.14
Tc 17.13 10.26 12.38
As 11.85 13.78 11.98
S 16.44 10.15 14.58
S 13.88 7.60 13.67
S 18.66 7.03 11.92
S 16.79 8.08 11.68
S 17.47 6.25 14.98
S 17.83 12.82 12.83
P 19.52 11.76 12.70
P 15.50 11.10 10.74
P 19.92 8.70 11.79
C 9.61 15.32 8.06
C 8.50 10.86 13.63
C 21.67 8.19 7.52
C 14.79 9.54 8.43
C 8.66 11.13 12.26
C 16.99 11.76 8.50
C 22.11 12.12 11.67
C 21.08 12.78 14.73
C 10.31 12.40 14.03
C 14.11 11.88 11.71
C 14.63 9.85 9.79
C 16.98 14.01 7.48
C 16.23 12.30 9.57
C 23.41 8.21 13.92
C 22.46 7.75 8.60
C 20.44 8.73 7.78
C 20.64 8.38 10.13
C 21.39 14.11 9.87
C 20.68 7.76 14.15
C 12.94 12.40 10.90
C 19.91 8.84 9.05
C 10.43 12.61 12.66
C 9.60 12.01 11.73
C 21.54 12.84 16.07
C 20.80 12.60 11.65
C 20.22 11.78 14.32
C 20.19 10.98 16.67
C 22.86 7.72 15.15
C 13.28 7.82 9.98
C 13.69 7.43 8.68
C 11.01 15.08 8.03
C 21.16 11.88 16.97
C 9.38 11.45 14.53
C 22.58 8.56 12.84
C 8.94 15.18 9.29
C 14.44 8.28 7.90
C 18.99 10.11 12.15
C 13.78 8.97 10.51
C 17.14 12.60 7.38
C 19.65 10.92 15.34
C 9.64 14.78 10.45
C 21.89 7.63 9.86
C 20.44 13.60 10.76
C 21.17 8.30 13.00
C 15.96 13.71 9.65
C 10.96 14.46 10.39
C 11.65 14.67 9.17
C 22.71 13.66 9.94
C 21.51 7.51 15.28
C 16.48 14.54 8.69
C 23.08 12.76 10.87
H 17.40 12.08 6.44
H 17.34 14.68 6.71
H 21.05 7.09 16.23
H 22.45 11.24 12.24
H 19.83 10.24 17.44
H 22.08 8.15 6.51
H 17.28 10.74 8.63
H 22.94 9.04 11.88
H 13.74 11.16 12.52
H 23.39 14.27 9.40
H 24.49 8.21 13.67
H 14.53 12.68 12.41
H 13.39 9.25 11.47
H 14.80 8.05 6.89
H 9.41 11.14 15.57
H 7.66 10.39 13.98
H 12.73 14.54 9.18
H 19.62 7.50 14.20
H 7.90 15.52 9.30
H 8.02 10.71 11.45
H 12.27 11.57 10.66
H 23.47 7.67 16.01
H 13.25 12.99 10.04
H 24.12 12.40 11.03
H 9.82 12.03 10.67
H 19.80 9.00 6.90
H 19.05 10.02 15.02
H 13.48 6.44 8.26
H 16.62 15.61 8.87
H 18.91 9.23 9.16
H 21.24 15.04 9.28
H 11.55 15.11 7.08
H 9.05 14.67 11.35
H 9.07 15.73 7.16
H 23.49 7.36 8.40
H 19.39 13.91 10.67
H 15.41 14.08 10.52
H 10.92 12.97 14.67
H 15.14 10.24 7.69
H 22.43 13.41 16.31
H 21.41 13.52 13.98
H 12.87 7.01 10.59
H 22.48 7.16 10.64
H 21.60 11.94 17.95
*
```

Record 3
Formula: C51H44Cl2KN6O8PS2
Source: OMol25
Level of theory: ωB97M-V with the def2-TZVPD basis set

Values from the calculation:
LUMO, eV: 3.643
HOMO energy, eV: -3.04
Energy above the lowest of the compared OMol25 structures with the same formula, charge and spin, eV: 1.0886

Geometry as ORCA input:
```
! RIJCOSX wB97M-V def2-TZVPD def2/J DEFGRID3
* xyz -2 1
K 0.87 -0.83 0.90
Cl -0.21 1.89 -3.47
Cl -2.53 3.37 -4.58
S -1.00 -2.55 2.81
S 2.35 0.14 -1.76
P -0.01 -2.43 -1.70
O 0.07 -3.13 3.59
O 2.60 -1.16 2.39
O 3.39 -0.09 -0.77
O 1.00 0.15 -1.22
O 2.62 1.26 -2.66
O -1.57 -1.32 3.35
O -0.72 -2.47 1.37
O 3.43 -1.26 4.49
N -3.11 0.21 0.19
N -5.18 0.96 0.11
N 4.04 2.94 1.19
N 0.80 0.73 3.22
N 5.64 1.25 1.71
N 0.28 3.21 -0.27
C 1.68 -4.48 -0.70
C -2.32 -3.74 2.90
C -3.62 0.28 1.48
C 0.91 -6.47 0.41
C -3.97 0.74 -2.08
C 6.10 2.87 0.04
C -1.30 2.84 5.45
C -1.10 2.30 -4.88
C 4.87 3.45 0.29
C -2.62 -1.89 -4.77
C -2.15 3.39 4.53
C 2.41 -1.29 -2.84
C 1.54 3.59 -0.40
C -5.49 -6.66 3.04
C 2.80 -3.43 -4.58
C -1.73 -4.12 -3.37
C -0.17 1.59 3.69
C 3.51 -1.31 -3.71
C 1.97 4.91 -0.22
C 3.35 5.33 -0.58
C -0.62 4.13 0.06
C -4.39 -5.64 2.98
C -0.29 5.45 0.32
C -3.65 -3.34 2.79
C -1.70 -1.75 -3.75
C 6.44 1.76 0.79
C -2.03 -5.09 3.06
C -3.05 -6.02 3.10
C 3.71 -2.37 -4.57
C -0.30 1.92 5.05
C 1.48 0.39 5.50
C 1.03 5.84 0.17
C -3.12 -3.15 -5.09
C -1.23 -2.86 -3.03
C -0.40 -6.08 0.18
C -4.89 0.74 1.45
C -2.67 -4.26 -4.38
C -1.07 2.16 2.75
C 1.95 -5.65 -0.01
C 1.71 -3.40 -3.74
C 4.52 4.71 -0.42
C 0.37 -4.09 -0.97
C 4.45 1.84 1.83
C 1.58 0.14 4.09
C -4.67 -4.28 2.83
C -4.06 0.63 -0.60
C 2.65 -0.87 3.61
C 1.48 -2.34 -2.85
C -0.66 -4.89 -0.48
C 0.57 1.28 5.96
C -2.03 3.03 3.16
H -2.97 -1.02 -5.31
H -3.87 -2.28 2.67
H -1.31 -0.77 -3.49
H 1.33 6.87 0.35
H -4.72 0.11 -2.58
H -2.73 3.45 2.44
H 4.58 -2.39 -5.22
H -3.04 -5.25 -4.63
H -1.69 -4.56 -0.59
H -1.38 -4.99 -2.84
H -1.38 3.09 6.50
H 3.76 1.41 2.54
H 4.19 -0.47 -3.69
H -6.40 -6.28 2.58
H 0.49 1.50 7.02
H -0.46 2.84 -5.56
H -2.91 4.09 4.84
H -1.48 1.39 -5.34
H -1.05 6.16 0.64
H 1.00 -4.22 -3.76
H -5.74 -6.91 4.08
H 2.24 2.83 -0.72
H 2.94 -4.27 -5.25
H 5.38 5.19 -0.88
H -5.21 -7.58 2.54
H -0.97 1.86 1.72
H -2.82 -7.08 3.22
H -2.99 0.40 -2.38
H -6.02 1.34 -0.26
H -1.22 -6.69 0.54
H -1.65 3.79 0.13
H 6.77 3.28 -0.71
H 1.13 -7.39 0.95
H -5.70 -3.96 2.73
H 2.17 -0.15 6.13
H -3.86 -3.27 -5.88
H -3.01 -0.02 2.32
H 3.39 6.28 -1.10
H 2.51 -3.84 -1.00
H -4.10 1.77 -2.42
H -0.99 -5.38 3.17
H 7.40 1.27 0.66
H 2.98 -5.92 0.20
H -5.61 0.94 2.23
*
```

Record 4
Formula: C51H44Cl2N4O6S2TeW
Source: OMol25
Level of theory: ωB97M-V with the def2-TZVPD basis set

Values from the calculation:
LUMO, eV: -6.523
HOMO energy, eV: -12.41
Energy above the lowest of the compared OMol25 structures with the same formula, charge and spin, eV: 0.0000

Geometry as ORCA input:
```
! RIJCOSX wB97M-V def2-TZVPD def2/J DEFGRID3
* xyz 2 1
W -0.37 0.67 -0.06
Te -0.24 -2.37 -0.20
Cl -1.16 6.11 4.54
Cl 1.34 5.13 -0.13
S -3.50 -0.91 -0.19
S -3.82 1.76 -2.47
O -2.98 -1.36 1.07
O 0.00 0.45 2.13
O 0.45 2.35 0.35
O 0.26 0.49 -1.73
O -4.65 -0.05 -0.19
O -1.78 1.14 1.17
N -2.24 -0.11 -0.97
N 2.09 0.08 0.03
N -1.63 1.98 -1.23
N -4.75 -5.62 -3.49
C -5.09 -4.28 -1.53
C 1.63 -3.11 0.49
C 3.08 2.28 -5.22
C 0.83 1.17 4.35
C -1.82 3.22 -1.80
C 0.04 5.47 2.22
C -3.80 -2.28 -1.22
C -0.17 0.70 5.20
C 1.75 1.35 -3.44
C 2.86 0.43 1.08
C 1.16 0.41 3.06
C 0.05 3.24 1.31
C -0.69 2.80 2.40
C -1.27 -3.74 1.05
C 1.50 2.34 4.71
C 0.16 2.56 6.69
C -3.48 -3.61 -3.19
C 2.61 3.58 -3.25
C 1.02 0.13 -2.90
C 2.31 1.07 2.32
C 0.13 -1.74 -4.40
C -0.97 0.39 -4.37
C -0.71 5.01 3.29
C 2.73 -0.37 -1.09
C 2.00 -0.88 -2.31
C -4.45 -4.52 -2.76
C 2.67 -1.49 3.73
C 0.53 -3.20 4.07
C -1.09 3.68 3.39
C 4.25 0.33 1.05
C 3.21 3.46 -4.50
C -1.78 -1.36 -5.80
C 1.39 -1.05 3.40
C 1.18 3.02 5.87
C -2.56 1.11 -1.51
C -0.77 -2.19 -5.35
C 4.89 -0.10 -0.09
C 0.32 -1.93 3.55
C -0.51 1.39 6.35
C 4.11 -0.44 -1.17
C -4.77 -3.18 -0.77
C -3.16 -2.50 -2.44
C 2.88 -2.77 4.22
C -1.88 -0.06 -5.30
C 1.89 2.52 -2.72
C 0.42 4.58 1.22
C 1.80 -3.63 4.40
C -1.12 1.37 2.36
C 0.04 -0.44 -3.91
C -2.97 3.27 -2.51
C 2.35 1.23 -4.69
H -1.02 1.42 -4.02
H 1.64 -3.06 1.58
H 0.92 -2.41 -4.07
H -5.85 -4.97 -1.18
H -1.67 3.33 4.23
H 1.70 -4.14 0.15
H -0.32 -3.86 4.23
H -1.16 -4.70 0.54
H 1.72 3.92 6.13
H 2.28 2.76 4.09
H 3.14 1.16 3.02
H -5.29 -3.00 0.16
H -5.54 -6.20 -3.24
H -1.71 1.05 3.21
H -4.40 -5.72 -4.42
H 3.52 -0.82 3.65
H 1.96 -4.62 4.81
H -0.69 -0.22 4.98
H 0.33 6.51 2.15
H 1.46 -1.80 -2.07
H 2.23 0.32 -5.27
H 2.02 2.10 2.08
H 2.71 4.50 -2.69
H 3.88 -3.09 4.48
H 1.44 2.63 -1.74
H 2.46 -2.53 0.08
H 4.81 0.62 1.92
H -2.66 0.60 -5.66
H 3.77 4.29 -4.91
H 2.74 -1.14 -3.07
H 4.56 -0.77 -2.10
H -1.10 4.01 -1.65
H -0.09 3.09 7.60
H 3.53 2.18 -6.19
H -1.29 1.01 6.99
H -2.98 -3.77 -4.14
H 5.97 -0.16 -0.14
H -0.68 -3.20 -5.74
H -2.40 -1.80 -2.80
H -0.68 -1.62 3.27
H -2.31 -3.46 1.13
H -2.49 -1.71 -6.54
H -0.79 -3.77 2.02
H -3.39 4.11 -3.03
*
```